Density functional theory data (ωB97M-V with the def2-TZVPD basis set) for an isolated molecule of C21H24N2O2S in a non-equilibrium geometry.

Structure (XYZ):
```
50
Properties=species:S:1:pos:R:3
C -1.3356 -2.9155 -1.7442
N -0.3451 -2.0879 -1.0703
C -0.2694 -0.6232 -1.1855
C -1.2891 -0.1042 -2.0695
C -2.6024 0.2237 -1.2649
O -3.5774 -0.3502 -1.6026
N -2.6224 1.2124 -0.5403
C -3.6432 1.3868 0.5671
C -4.9801 1.7684 -0.0954
C -3.1529 2.7416 1.4376
C -3.8723 0.2230 1.5174
O -2.6329 -0.2179 2.1784
C 0.5329 -0.2736 -0.2640
S 0.8034 1.4435 -0.0519
C 2.4947 1.5325 -0.0478
C 3.2941 0.4642 -0.8705
C 4.5879 0.7084 -1.0023
C 5.4013 1.9383 -0.5788
C 4.5656 2.8204 0.3376
C 3.1844 2.6383 0.3048
C 1.0446 -1.5423 0.2991
C 1.9153 -1.6010 1.5092
C 2.1852 -2.9137 2.0491
C 1.6335 -3.8842 1.1975
C 0.6584 -3.7574 0.2273
C 0.4277 -2.5480 -0.1202
H -1.3897 -4.0067 -1.2676
H -2.3311 -2.3397 -2.0346
H -1.1093 -3.0528 -2.7739
H -1.4378 -0.2810 -3.0387
H -0.9153 1.0117 -2.1507
H -1.6900 1.7774 -0.2779
H -5.2089 1.2044 -0.6893
H -4.8110 2.7266 -0.8930
H -5.7202 2.0375 0.9092
H -2.3488 2.5535 2.0606
H -2.8439 3.4748 0.9420
H -4.0359 3.0535 2.3803
H -4.3485 0.4039 2.2605
H -4.0541 -0.6785 0.9177
H -2.0070 -0.2003 1.4227
H 2.8202 -0.1828 -1.3820
H 5.1627 0.1971 -1.9033
H 6.3007 1.9809 -0.4711
H 5.1064 3.7251 0.7206
H 2.5567 3.4626 1.1275
H 2.4724 -0.5602 1.9253
H 3.0292 -3.1111 2.5500
H 1.8192 -4.7922 1.5732
H 0.1880 -4.4579 -0.0883
```

Properties
Total charge: 0
Energy above the lowest of the compared OMol25 structures with the same formula, charge and spin: 395.6 kcal/mol
SMILES: Cn1c(CC(=O)NC(C)(C)CO)c(Sc2ccccc2)c2ccccc21
Orbital gap: 8.080 eV